Record 1
ORCA calculation (ωB97M-V/def2-TZVPD) on C25H38BN6RhSi2 as an isolated structure.

The geometry in XYZ format:
```
73
Properties=species:S:1:pos:R:3:forces:R:3
Rh -0.110 0.466 0.251 0.048 -0.431 0.173
C 3.459 2.280 -0.145 -0.018 0.025 -0.001
C 3.254 0.807 -0.079 0.080 -0.357 -0.031
C 4.157 -0.236 -0.344 -0.042 -0.044 0.031
C 3.472 -1.404 -0.068 0.021 0.113 0.033
C 3.952 -2.812 -0.178 -0.008 -0.018 0.007
N 2.228 -1.070 0.345 -0.040 0.015 -0.152
N 2.107 0.291 0.322 -0.145 0.431 0.040
B 1.158 -1.984 1.040 0.076 0.027 -0.051
N 0.794 -1.355 2.382 0.067 -0.319 0.175
N 0.183 -0.158 2.394 -0.159 0.484 -0.020
C -0.009 0.184 3.661 -0.022 -0.082 -0.051
C -0.630 1.479 4.054 -0.040 -0.019 -0.039
C 0.473 -0.840 4.491 0.081 -0.024 0.007
C 0.979 -1.801 3.640 -0.024 0.072 0.163
C 1.626 -3.103 3.969 0.020 -0.027 -0.083
N -0.182 -2.217 0.249 -0.071 -0.231 -0.061
N -1.185 -1.287 0.176 0.199 0.786 -0.291
C -2.259 -1.864 -0.337 0.000 -0.180 0.206
C -3.505 -1.102 -0.598 -0.049 0.072 0.003
C -1.982 -3.217 -0.564 0.052 -0.019 -0.022
C -0.664 -3.398 -0.196 -0.053 0.006 0.064
C 0.143 -4.650 -0.248 0.012 0.000 0.009
H 4.291 2.529 -0.801 -0.004 0.000 -0.018
H 3.676 2.676 0.849 0.017 0.012 -0.017
H 2.563 2.777 -0.513 -0.037 0.021 -0.012
H 5.175 -0.153 -0.684 0.033 0.004 -0.009
H 5.009 -2.816 -0.433 -0.003 0.005 -0.013
H 3.411 -3.353 -0.956 -0.009 -0.017 0.006
H 3.818 -3.355 0.757 0.021 -0.013 0.003
H 1.656 -3.049 1.215 0.042 -0.100 -0.034
H -0.945 2.026 3.169 -0.043 0.015 0.014
H 0.079 2.098 4.607 0.006 0.002 -0.005
H -1.499 1.320 4.693 -0.007 0.003 -0.008
H 0.462 -0.870 5.567 0.001 -0.006 0.028
H 1.651 -3.234 5.048 0.000 0.002 0.006
H 2.649 -3.143 3.594 0.000 -0.018 0.002
H 1.077 -3.939 3.534 0.012 -0.016 0.002
H -3.463 -0.155 -0.066 -0.046 -0.043 -0.050
H -4.375 -1.665 -0.260 -0.013 0.014 -0.002
H -3.629 -0.894 -1.663 0.013 0.005 0.039
H -2.647 -3.964 -0.961 -0.027 -0.009 -0.006
H -0.489 -5.474 -0.572 -0.006 0.005 -0.019
H 0.565 -4.897 0.725 -0.003 -0.028 0.008
H 0.970 -4.555 -0.954 0.023 -0.002 0.009
C -0.730 -0.973 -2.950 -0.138 0.201 0.073
Si -0.189 0.638 -2.088 0.064 0.003 -0.289
C 1.475 1.010 -2.939 -0.221 0.068 0.095
C -1.388 2.005 -2.646 0.169 -0.222 0.200
C -1.695 2.308 -3.971 0.031 -0.013 -0.104
C -2.572 3.334 -4.276 -0.032 0.028 -0.133
C -3.157 4.078 -3.259 -0.053 0.055 -0.001
C -2.863 3.786 -1.938 -0.054 0.011 0.032
C -1.982 2.751 -1.623 0.065 -0.076 0.264
Si -1.503 2.262 0.138 -0.229 -0.211 -0.002
C -3.112 2.129 1.148 0.167 0.209 -0.191
C -0.421 3.646 0.865 -0.103 -0.110 -0.104
H -0.681 -0.822 -4.032 0.038 0.027 -0.021
H -1.755 -1.270 -2.709 0.207 0.061 -0.090
H -0.070 -1.808 -2.706 0.027 -0.017 0.058
H 1.300 1.072 -4.017 -0.015 -0.022 -0.014
H 2.209 0.221 -2.767 0.026 -0.043 0.066
H 1.916 1.961 -2.635 -0.015 -0.014 0.058
H -1.246 1.738 -4.778 0.004 -0.009 -0.023
H -2.805 3.560 -5.309 -0.004 0.004 -0.008
H -3.844 4.879 -3.501 -0.002 0.012 0.001
H -3.331 4.367 -1.150 -0.012 0.020 0.020
H -3.479 3.128 1.401 0.049 0.026 0.006
H -2.995 1.574 2.075 0.054 -0.095 0.096
H -3.893 1.652 0.556 -0.004 0.031 0.014
H -1.050 4.535 0.974 -0.006 0.011 0.009
H 0.389 3.907 0.183 0.022 -0.039 -0.023
H 0.008 3.415 1.840 0.007 -0.014 -0.022
```
Positions in Å, forces in eV/Å.

Properties
Highest occupied orbital energy ... -8.14 eV
Net charge ... 0
E_LUMO ... 0.1 eV

---

Record 2
ORCA calculation (ωB97M-V/def2-TZVPD) on an isolated ion of composition HINO and charge -1.

The geometry in XYZ format:
```
4
Properties=species:S:1:pos:R:3:forces:R:3
N -0.403 0.108 0.408 -2.046 2.790 -1.354
O -0.783 1.203 -0.228 0.840 -4.075 1.664
I 1.980 -0.503 -0.132 0.615 -0.376 -0.225
H -0.794 -0.808 -0.049 0.590 1.662 -0.084
```
Positions in Å, forces in eV/Å.

Properties
Highest occupied orbital energy ... -3.21 eV
Net charge ... -1
SMILES ... [O-]NI
E_LUMO ... 3.8 eV

---

Question: Which formula does entry 2 have?
Answer: HINO

---

Question: Which of these has the highest highest occupied orbital energy?
Answer: HINO

---

Question: Which formula does entry 2 have?
Answer: HINO

---

Question: What is the formula in the first record?
Answer: C25H38BN6RhSi2